(1)
Computed, not measured: a 6-piece molecular cluster, C64H61F7IN6O15PS overall at a distorted geometry, with ωB97M-V/def2-TZVPD.

Element x y z (Å)
C 5.10 -1.04 6.52
C 3.56 -0.79 6.86
C 2.68 -1.26 5.63
O 2.17 -2.36 5.60
O 2.54 -0.28 4.61
C 3.25 -0.82 3.46
C 4.43 0.11 2.95
C 3.88 1.26 2.02
C 3.73 2.61 2.60
I 4.25 3.15 4.62
C 3.16 3.65 1.74
C 2.76 3.43 0.32
C 2.96 2.08 -0.28
C 2.60 1.81 -1.76
F 2.76 2.95 -2.58
F 3.45 0.86 -2.37
C 1.15 1.20 -1.91
C 0.99 -0.16 -2.47
C -0.34 -0.79 -2.61
C -1.56 -0.10 -2.20
C -1.39 1.26 -1.63
C -2.71 1.97 -1.16
F -2.51 2.65 0.01
F -3.27 2.75 -2.15
F -3.64 0.97 -0.88
C -0.07 1.90 -1.50
C 3.52 1.02 0.61
C 3.73 -0.47 0.11
C 5.22 -0.58 -0.41
F 5.94 -1.62 0.26
N 2.19 4.55 -0.34
C 2.98 5.73 -0.37
C 3.35 6.45 -1.58
C 4.14 7.71 -1.54
P 4.51 8.45 -3.21
O 3.44 9.44 -3.50
O 4.34 7.20 -4.34
O 6.06 9.04 -3.35
C 4.61 8.30 -0.25
C 5.43 9.63 -0.22
F 4.93 10.60 -1.12
C 6.96 9.27 -0.49
C 7.91 9.52 0.76
C 4.25 7.56 1.00
C 4.72 8.05 2.43
C 5.68 6.96 3.14
C 3.50 8.44 3.38
C 2.27 8.99 2.53
C 3.45 6.32 0.92
S 2.95 5.35 2.40
H 5.24 -1.61 5.56
H 5.54 -1.64 7.36
H 5.63 -0.05 6.44
H 3.38 0.33 6.92
H 3.20 -1.34 7.76
H 2.48 -1.01 2.66
H 3.71 -1.83 3.67
H 4.99 0.51 3.84
H 5.12 -0.52 2.32
H 1.85 -0.80 -2.79
H -0.40 -1.83 -3.02
H -2.54 -0.62 -2.31
H 0.04 2.92 -1.05
H 2.96 -0.64 -0.69
H 3.49 -1.22 0.92
H 5.28 -0.68 -1.53
H 5.74 0.38 -0.15
H 1.66 4.36 -1.19
H 3.00 6.05 -2.57
H 5.24 6.82 -4.46
H 6.63 8.27 -3.56
H 5.42 10.12 0.79
H 7.01 8.16 -0.71
H 7.37 9.77 -1.41
H 7.36 9.74 1.71
H 8.60 10.37 0.47
H 8.59 8.62 0.85
H 5.36 8.97 2.36
H 6.61 7.44 3.55
H 5.08 6.51 3.98
H 5.90 6.10 2.43
H 3.22 7.64 4.12
H 3.86 9.32 3.99
H 1.73 8.08 2.13
H 1.61 9.62 3.18
H 2.65 9.67 1.72
C -2.85 -1.73 6.13
C -3.65 -1.16 5.14
C -3.06 -0.63 4.01
C -1.68 -0.67 3.87
C -0.88 -1.23 4.86
C -1.47 -1.76 5.99
N -1.05 -0.13 2.67
O -1.76 0.39 1.83
O 0.16 -0.23 2.58
H -3.32 -2.16 7.02
H -4.72 -1.14 5.26
H -3.68 -0.18 3.24
H 0.20 -1.25 4.76
H -0.86 -2.20 6.77
C -7.80 -3.69 -2.63
C -7.18 -4.93 -2.51
C -5.81 -5.00 -2.32
C -5.07 -3.83 -2.25
C -5.68 -2.59 -2.39
C -7.05 -2.52 -2.58
N -3.62 -3.90 -2.03
O -3.11 -5.01 -1.94
O -3.01 -2.85 -1.95
H -8.88 -3.64 -2.78
H -7.77 -5.84 -2.55
H -5.34 -5.97 -2.22
H -5.11 -1.67 -2.34
H -7.54 -1.56 -2.68
C -4.49 -7.20 3.12
C -4.09 -6.77 1.86
C -4.34 -7.56 0.75
C -5.00 -8.77 0.91
C -5.40 -9.21 2.16
C -5.14 -8.42 3.27
N -5.29 -9.59 -0.27
O -4.91 -9.19 -1.36
O -5.90 -10.63 -0.10
H -4.30 -6.58 3.99
H -3.58 -5.83 1.75
H -4.02 -7.22 -0.23
H -5.91 -10.16 2.29
H -5.45 -8.75 4.26
C 0.97 -8.07 -1.95
C -0.13 -7.23 -1.85
C 0.05 -5.87 -1.68
C 1.33 -5.35 -1.63
C 2.44 -6.18 -1.72
C 2.26 -7.55 -1.89
N 1.53 -3.91 -1.48
O 0.53 -3.21 -1.37
O 2.67 -3.48 -1.46
H 0.83 -9.14 -2.09
H -1.13 -7.64 -1.90
H -0.82 -5.22 -1.60
H 3.45 -5.78 -1.68
H 3.11 -8.21 -1.97
C -8.76 -5.44 -8.40
C -8.56 -5.42 -7.03
C -9.27 -4.52 -6.24
C -10.18 -3.66 -6.85
C -10.37 -3.67 -8.22
C -9.65 -4.57 -9.00
N -10.95 -2.72 -6.02
O -10.75 -2.72 -4.81
O -11.75 -2.00 -6.58
H -8.21 -6.15 -9.01
H -7.86 -6.10 -6.56
H -9.11 -4.51 -5.17
H -11.07 -2.99 -8.70
H -9.80 -4.59 -10.07

Values from the calculation:
Total charge   0
Structure (SMILES)   CCC(=O)OCCc1c(I)c2c(c(C(F)(F)c3cccc(C(F)(F)F)c3)c1CCF)Nc1cc(P(=O)(O)O)c([C@H](F)CC)c([C@H](C)CC)c1S2.O=[N+]([O-])c1ccccc1.O=[N+]([O-])c1ccccc1.O=[N+]([O-])c1ccccc1.O=[N+]([O-])c1ccccc1.O=[N+]([O-])c1ccccc1
Highest occupied orbital energy   -7.92 eV
HOMO-LUMO gap   6.964 eV

=====

(2)
Computed, not measured: C64H70ClGe3N4O5OsS4 as an isolated structure at a distorted geometry, with ωB97M-V/def2-TZVPD.

Element x y z (Å)
Os 1.72 0.79 1.67
O 6.53 0.90 5.54
C 5.47 0.84 6.32
O 5.56 0.77 7.52
C 4.13 0.87 5.66
C 2.94 0.91 6.37
Cl 2.73 1.13 8.03
N 1.91 0.88 5.47
N 2.39 0.84 4.22
C 3.72 0.83 4.31
C 4.54 0.67 3.06
O 5.78 0.68 3.14
O 3.90 0.46 1.99
C 0.54 0.88 5.75
C -0.35 1.53 4.90
C -1.69 1.59 5.22
C -2.17 1.00 6.37
C -1.30 0.29 7.19
C 0.05 0.22 6.88
H 6.29 0.86 4.54
H 0.03 1.98 3.99
H -2.37 2.11 4.55
H -3.21 1.07 6.64
H -1.66 -0.22 8.07
H 0.71 -0.36 7.51
C 3.51 -6.01 -0.13
C 3.10 -4.96 -1.13
C 1.86 -5.03 -1.76
C 1.49 -4.11 -2.72
C 0.17 -4.23 -3.41
C 2.37 -3.07 -3.04
C 3.62 -2.99 -2.43
C 4.62 -1.93 -2.77
C 3.96 -3.94 -1.47
C 2.01 -2.13 -4.13
C 2.33 -2.49 -5.43
C 2.06 -1.64 -6.49
C 1.47 -0.42 -6.23
C 1.13 -0.05 -4.94
C 1.39 -0.91 -3.88
Ge 0.98 -0.37 -1.97
S 2.73 0.19 -0.84
S -0.80 1.10 -1.88
Ge -1.32 -0.14 -0.05
S -0.59 1.02 1.71
S -0.25 -1.98 -0.85
C -3.27 -0.64 0.22
C -4.25 0.29 -0.09
C -5.60 -0.07 -0.01
C -5.96 -1.33 0.40
C -4.98 -2.24 0.75
C -3.63 -1.91 0.66
C -2.68 -2.98 1.04
C -2.50 -4.08 0.19
C -3.11 -4.10 -1.18
C -1.72 -5.15 0.61
C -1.12 -5.16 1.86
C -0.28 -6.32 2.31
C -1.31 -4.07 2.70
C -2.09 -2.98 2.31
C -2.29 -1.85 3.27
C -3.96 1.69 -0.49
C -3.97 2.06 -1.83
C -4.11 1.05 -2.93
C -3.85 3.41 -2.15
C -3.72 4.38 -1.18
C -3.64 5.84 -1.53
C -3.68 3.98 0.15
C -3.82 2.66 0.51
C -3.88 2.27 1.96
C 0.49 1.28 -4.76
C 1.22 2.37 -4.31
C 2.65 2.24 -3.90
C 0.60 3.62 -4.25
C -0.71 3.79 -4.65
C -1.35 5.15 -4.63
C -1.42 2.69 -5.10
C -0.85 1.44 -5.16
C -1.64 0.25 -5.62
H 2.64 -6.42 0.39
H 4.19 -5.61 0.62
H 4.01 -6.83 -0.64
H 1.18 -5.83 -1.51
H -0.34 -5.14 -3.11
H 0.29 -4.21 -4.49
H -0.47 -3.38 -3.13
H 4.30 -1.33 -3.62
H 5.59 -2.39 -3.00
H 4.75 -1.26 -1.93
H 4.94 -3.89 -1.01
H 2.81 -3.45 -5.60
H 2.32 -1.93 -7.50
H 1.28 0.27 -7.04
H -6.35 0.65 -0.29
H -7.00 -1.61 0.46
H -5.26 -3.23 1.09
H -2.86 -3.18 -1.71
H -4.20 -4.16 -1.13
H -2.74 -4.95 -1.75
H -1.57 -5.98 -0.06
H 0.29 -6.72 1.48
H -0.91 -7.12 2.70
H 0.40 -6.02 3.10
H -0.85 -4.06 3.67
H -1.66 -1.97 4.15
H -3.33 -1.79 3.58
H -2.04 -0.90 2.80
H -4.35 0.07 -2.54
H -3.16 0.99 -3.45
H -4.88 1.35 -3.64
H -3.89 3.69 -3.19
H -4.15 6.04 -2.47
H -2.59 6.14 -1.63
H -4.09 6.45 -0.76
H -3.57 4.73 0.92
H -3.88 3.15 2.59
H -3.02 1.65 2.21
H -4.78 1.69 2.16
H 3.17 1.51 -4.52
H 2.72 1.90 -2.86
H 3.16 3.20 -3.96
H 1.17 4.46 -3.89
H -0.66 5.90 -4.26
H -2.23 5.14 -3.99
H -1.66 5.43 -5.64
H -2.45 2.82 -5.41
H -2.66 0.54 -5.87
H -1.68 -0.51 -4.84
H -1.19 -0.20 -6.50
C 3.39 5.36 2.28
Ge 1.65 4.47 1.85
C 0.51 4.62 3.47
C 0.71 5.49 0.40
C 2.11 2.70 1.24
H 3.26 6.37 2.65
H 4.03 5.40 1.39
H 3.91 4.78 3.03
H 0.34 5.67 3.70
H 0.99 4.16 4.33
H -0.46 4.15 3.32
H 0.45 6.50 0.70
H -0.21 4.96 0.13
H 1.33 5.54 -0.49
H 2.86 2.79 0.44
N 3.45 -2.30 1.45
C 2.10 -2.35 1.52
N 1.53 -3.55 1.24
O 1.41 -1.42 1.93
H 3.92 -2.97 0.87
H 3.88 -1.38 1.53
H 1.99 -4.14 0.57
H 0.52 -3.51 1.16

Values from the calculation:
Total charge   -1
Highest occupied orbital energy (spin up / spin down)   -4.70 / -4.58 eV
HOMO-LUMO gap (spin up / spin down)   6.906 / 6.778 eV
Relative energy (zero: lowest compared OMol25 entry of this formula, charge and spin)   5.4 kcal per mole

=====

(3)
Computed, not measured: a 12-piece molecular cluster, C64H80N8O24 overall at a distorted geometry, with ωB97M-V/def2-TZVPD.

Element x y z (Å)
C -0.87 -4.19 8.59
C 0.34 -3.54 8.75
C 0.94 -2.81 7.73
C 0.42 -2.89 6.43
C -0.76 -3.59 6.19
C -1.47 -4.18 7.31
N 1.09 -2.15 5.33
O 2.17 -1.55 5.50
O 0.52 -2.16 4.23
H -1.11 -4.84 9.41
H 0.75 -3.61 9.75
H 1.85 -2.28 7.96
H -1.13 -3.68 5.18
H -2.24 -4.91 7.13
C 9.04 -1.49 -2.39
C 8.40 -2.67 -2.82
C 7.04 -2.83 -2.62
C 6.31 -1.73 -1.99
C 7.02 -0.58 -1.55
C 8.37 -0.47 -1.68
N 4.90 -1.90 -1.55
O 4.38 -1.05 -0.87
O 4.19 -2.85 -1.90
H 10.11 -1.44 -2.53
H 8.98 -3.41 -3.36
H 6.38 -3.63 -2.90
H 6.52 0.18 -0.96
H 8.90 0.40 -1.33
C 0.64 -0.31 1.30
C -0.21 0.80 1.44
C -0.60 1.43 0.25
C -0.28 1.02 -1.02
C 0.62 -0.07 -1.15
C 1.11 -0.72 0.00
N -0.75 1.72 -2.27
O -0.99 1.06 -3.22
O -1.00 2.92 -2.15
H 1.05 -0.76 2.20
H -0.62 1.09 2.39
H -1.24 2.24 0.58
H 0.95 -0.42 -2.11
H 1.90 -1.45 -0.15
C 5.86 -1.90 2.42
C 6.63 -2.54 3.37
C 5.98 -3.32 4.36
C 4.61 -3.57 4.30
C 3.91 -2.98 3.20
C 4.51 -2.15 2.27
N 3.92 -4.38 5.31
O 4.69 -4.96 6.08
O 2.70 -4.64 5.20
H 6.34 -1.25 1.70
H 7.70 -2.52 3.23
H 6.49 -3.74 5.21
H 2.83 -2.97 3.22
H 3.91 -1.59 1.56
C -3.21 5.15 -5.40
C -2.11 5.16 -4.57
C -1.69 6.32 -3.87
C -2.53 7.49 -3.84
C -3.66 7.48 -4.66
C -3.92 6.33 -5.43
N -2.21 8.66 -2.98
O -2.83 9.69 -3.23
O -1.47 8.60 -2.02
H -3.40 4.34 -6.09
H -1.49 4.28 -4.44
H -0.88 6.33 -3.15
H -4.30 8.35 -4.70
H -4.77 6.40 -6.09
C 1.61 -4.33 -3.50
C 1.93 -5.65 -3.30
C 1.14 -6.57 -2.59
C -0.05 -6.04 -1.96
C -0.39 -4.68 -2.16
C 0.47 -3.83 -2.94
N -0.99 -6.89 -1.15
O -2.09 -6.49 -0.73
O -0.75 -8.07 -1.06
H 2.31 -3.73 -4.06
H 2.79 -5.94 -3.88
H 1.37 -7.62 -2.54
H -1.28 -4.20 -1.78
H 0.21 -2.80 -3.13
C 2.59 6.93 -2.46
C 3.66 6.51 -3.15
C 4.05 5.17 -3.10
C 3.29 4.32 -2.28
C 2.11 4.76 -1.60
C 1.78 6.09 -1.69
N 3.44 2.88 -2.37
O 2.47 2.23 -2.07
O 4.48 2.32 -2.69
H 2.24 7.95 -2.53
H 4.25 7.29 -3.60
H 4.95 4.71 -3.49
H 1.33 4.08 -1.30
H 0.79 6.39 -1.37
C 2.96 -1.38 -5.73
C 3.45 -0.18 -5.32
C 2.56 0.96 -5.37
C 1.29 0.84 -5.79
C 0.86 -0.42 -6.24
C 1.62 -1.49 -6.18
N 0.44 1.99 -5.66
O 0.68 2.83 -4.74
O -0.64 2.04 -6.35
H 3.64 -2.21 -5.81
H 4.51 -0.15 -5.11
H 2.87 1.97 -5.14
H -0.18 -0.66 -6.42
H 1.30 -2.50 -6.38
C -0.57 0.50 5.53
O -1.55 1.03 6.35
C -2.31 -0.06 6.95
C -3.62 0.54 7.57
O -4.45 1.15 6.58
C -4.29 2.56 6.46
H -0.21 1.34 4.95
H -0.95 -0.26 4.85
H 0.25 0.10 6.13
H -1.72 -0.51 7.75
H -2.50 -0.91 6.30
H -3.32 1.10 8.45
H -4.19 -0.32 7.94
H -4.39 3.16 7.36
H -4.80 2.96 5.58
H -3.25 2.83 6.24
C -3.00 -1.56 0.61
O -3.06 -2.15 1.87
C -4.30 -1.78 2.54
C -4.04 -1.87 4.03
O -3.79 -3.27 4.58
C -4.77 -4.28 4.46
H -1.92 -1.62 0.45
H -3.26 -0.51 0.75
H -3.70 -1.90 -0.16
H -5.13 -2.40 2.20
H -4.51 -0.72 2.45
H -4.86 -1.42 4.59
H -3.08 -1.36 4.15
H -5.76 -3.84 4.60
H -4.75 -5.14 5.13
H -4.79 -4.60 3.41
C -4.17 0.05 -5.25
O -4.31 -1.35 -5.46
C -3.20 -2.12 -6.01
C -3.57 -3.60 -5.75
O -3.50 -3.81 -4.34
C -4.76 -4.01 -3.74
H -4.97 0.58 -4.73
H -4.11 0.41 -6.28
H -3.17 0.24 -4.85
H -2.23 -1.83 -5.60
H -3.35 -1.95 -7.07
H -2.84 -4.28 -6.20
H -4.49 -3.88 -6.26
H -4.70 -3.97 -2.65
H -5.25 -4.95 -3.99
H -5.45 -3.21 -4.04
C -3.52 3.16 2.02
O -3.23 3.50 0.67
C -3.26 4.89 0.29
C -1.80 5.61 0.44
O -1.41 5.90 1.82
C -0.47 4.95 2.30
H -4.25 2.37 2.17
H -4.17 3.91 2.46
H -2.65 3.05 2.67
H -3.98 5.51 0.82
H -3.55 4.97 -0.76
H -1.88 6.66 0.15
H -1.11 5.13 -0.25
H -0.32 5.17 3.35
H 0.52 5.05 1.86
H -0.67 3.88 2.20

Values from the calculation:
Total charge   0
Structure (SMILES)   O=[N+]([O-])c1ccccc1.O=[N+]([O-])c1ccccc1.O=[N+]([O-])c1ccccc1.O=[N+]([O-])c1ccccc1.O=[N+]([O-])c1ccccc1.O=[N+]([O-])c1ccccc1.O=[N+]([O-])c1ccccc1.O=[N+]([O-])c1ccccc1.COCCOC.COCCOC.COCCOC.COCCOC
Highest occupied orbital energy   -9.27 eV
HOMO-LUMO gap   8.175 eV
Relative energy (zero: lowest compared OMol25 entry of this formula, charge and spin)   136.2 kcal per mole